1.
{
  "formula": "C21H27N5O4",
  "method": "ωB97M-V/def2-TZVPD",
  "elements": ["C", "H", "C", "N", "C", "O", "N", "C", "C", "C", "O", "N", "C", "N", "N", "C", "H", "H", "C", "C", "C", "C", "C", "C", "C", "H", "O", "C", "H", "H", "H", "O", "C", "H", "H", "H", "H", "H", "H", "H", "C", "C", "C", "H", "H", "H", "H", "H", "H", "C", "H", "H", "H", "H", "H", "H", "H"],
  "coordinates": [[-6.464904, 1.505905, -0.516514], [-6.022515, 1.389562, -1.632325], [-5.193323, 1.997891, 0.269329], [-4.228355, 0.881751, 0.226753], [-4.405910, -0.346656, 0.948234], [-5.443199, -0.362741, 1.892978], [-3.524180, -1.252152, 1.246310], [-2.402414, -0.959038, 0.110959], [-2.335871, 0.131640, -0.714971], [-3.199901, 1.107751, -0.664000], [-3.265744, 2.360537, -1.324868], [-1.201185, 0.005588, -1.414766], [-0.546327, -1.422995, -0.945795], [-1.303958, -1.724889, 0.140260], [0.587920, -1.746195, -1.422366], [1.140968, -2.873321, -0.477040], [0.540180, -3.837475, -0.540591], [2.058738, -3.186360, -1.090162], [1.693928, -2.388131, 0.787314], [2.237681, -1.110600, 1.043912], [1.526883, -0.044389, 1.255078], [2.057340, 1.307747, 1.503820], [3.478575, 1.479608, 0.982714], [4.143969, 0.275926, 0.677847], [3.587971, -0.841111, 0.267608], [4.215527, -1.867438, 0.184291], [5.501005, 0.276661, 0.108330], [6.318228, -0.469400, -0.312319], [6.308423, -1.399405, 0.638669], [7.292855, -0.254311, -0.447990], [5.886864, -1.017606, -1.219230], [4.133088, 2.519062, 0.750712], [3.537956, 3.750229, 1.326422], [3.184363, 3.513603, 2.334640], [4.199112, 4.447991, 1.195592], [2.668764, 4.130730, 0.728491], [1.632223, 2.071049, 1.510093], [0.547985, -0.113996, 1.940130], [2.219960, -3.239587, 1.253034], [0.557780, -2.342851, 1.534637], [1.426619, -1.033008, -2.106345], [0.901357, 0.610942, -1.924188], [-0.562240, 0.713272, -2.255123], [-0.862631, 0.351795, -3.264695], [-0.858083, 1.851385, -2.157475], [1.541706, 0.841360, -1.207545], [1.648835, 0.966049, -2.908429], [1.231976, -1.459446, -3.238716], [2.439028, -1.028800, -2.198270], [-3.643029, -2.208194, 2.002216], [-4.453048, -2.200438, 2.402634], [-2.685900, -2.193299, 2.639427], [-3.218393, -3.122907, 1.263972], [-5.619853, 1.910666, 1.430294], [-4.800982, 2.781142, 0.073234], [-7.245083, 2.365658, -0.354457], [-6.960776, 0.501222, -0.331743]],
  "forces_ev_per_a": [[0.450, 1.597, -2.468], [-1.629, 0.717, 2.048], [-8.491, -13.454, 7.123], [0.860, -1.189, -0.383], [-7.484, 3.878, 7.449], [3.398, 0.421, -4.989], [5.478, 12.615, -14.385], [-0.792, -2.465, 4.316], [2.871, -3.999, 0.119], [-5.266, 9.924, -2.100], [1.420, -6.484, 2.705], [-0.910, -9.195, 5.892], [-6.423, 7.495, 1.707], [0.734, -1.690, -2.192], [-0.583, -7.910, 7.059], [2.411, -1.000, -4.920], [0.192, 1.728, 0.750], [-1.001, 0.266, 0.433], [-6.074, -3.151, 5.456], [4.916, 0.025, -5.899], [-3.668, 5.053, 6.200], [11.585, -12.648, -4.170], [-5.185, -3.977, 2.065], [4.658, -0.886, -4.083], [-3.229, -5.936, 4.800], [-1.192, 2.752, -0.510], [-8.431, 13.624, 5.629], [1.237, -13.293, -1.106], [0.936, 0.939, -2.474], [3.216, 1.693, -0.315], [1.058, -0.105, 0.266], [1.087, 5.237, 0.526], [-4.165, -4.092, -0.762], [0.445, 0.345, -0.056], [4.147, 3.768, 0.027], [0.389, -0.921, 0.284], [-7.561, 11.639, 0.817], [1.513, -0.403, -2.248], [0.109, 0.391, -0.200], [3.323, -0.350, -1.772], [-2.465, 5.617, -7.934], [3.290, -3.750, -9.524], [2.958, 7.096, -4.591], [1.125, 0.834, -0.177], [0.216, -2.046, -0.399], [1.218, 1.950, 4.294], [-2.475, -0.290, 2.420], [0.378, 1.721, 1.536], [2.970, -0.705, 1.711], [13.157, -11.057, 0.135], [-9.518, -0.939, 5.118], [-1.647, -0.295, 0.403], [-1.941, 0.900, 2.221], [1.449, 0.702, -2.699], [4.629, 9.651, -2.871], [1.199, -1.715, -0.971], [1.109, 1.369, 0.692]],
  "orbital_gap_ev": 7.572,
  "homo_energy_ev": -7.640,
  "e_above_lowest_ev": 25.374,
  "energy_ha": -1390.34101,
  "e_lumo_ev": -0.068
}

2.
{
  "formula": "C21H27NOP2Rh",
  "method": "ωB97M-V/def2-TZVPD",
  "elements": ["C", "C", "C", "C", "C", "C", "C", "C", "C", "C", "C", "C", "C", "H", "H", "H", "H", "H", "H", "H", "N", "Rh", "C", "H", "H", "C", "H", "H", "P", "P", "C", "H", "H", "H", "C", "H", "H", "H", "C", "H", "H", "H", "C", "H", "H", "H", "C", "O", "H", "C", "H", "H", "H"],
  "coordinates": [[2.798508, 1.805319, -2.414323], [1.797078, 1.599700, -1.474459], [0.794438, 0.646913, -1.812149], [1.102475, -0.366771, -2.764800], [2.113766, -0.151900, -3.708008], [2.930075, 0.970110, -3.543243], [0.260203, -1.595630, -2.635814], [-1.169831, -1.251194, -2.418633], [-1.376512, -0.193889, -1.491803], [-2.614097, -0.147897, -0.788586], [-3.691537, -0.827019, -1.348301], [-3.518943, -1.678899, -2.456503], [-2.255578, -1.933118, -2.971817], [3.490110, 2.635113, -2.250912], [2.244323, -0.852590, -4.547043], [3.709430, 1.198801, -4.274449], [0.389990, -2.251419, -3.498561], [-4.678598, -0.659722, -0.901599], [-4.403026, -2.156704, -2.871616], [-2.107731, -2.641174, -3.793000], [-0.406207, 0.714899, -1.166798], [0.579776, -0.771051, 1.171622], [1.656908, 2.311249, -0.159420], [0.671309, 2.786458, -0.051848], [2.438000, 3.069235, -0.048808], [-2.634517, 0.679960, 0.471900], [-2.274212, 1.698904, 0.263133], [-3.650774, 0.738538, 0.875545], [1.809551, 1.117171, 1.279998], [-1.507385, 0.037286, 1.811044], [-2.572105, -1.253497, 2.558253], [-2.087829, -1.609174, 3.477900], [-3.566767, -0.851740, 2.806109], [-2.681897, -2.088198, 1.854545], [-1.568483, 1.414315, 3.026428], [-2.580078, 1.518488, 3.450326], [-0.865597, 1.204839, 3.843468], [-1.295458, 2.362368, 2.540596], [3.546999, 0.565529, 1.143722], [4.249045, 1.399589, 1.017739], [3.794280, 0.018010, 2.061118], [3.633208, -0.115159, 0.289215], [1.787652, 2.190574, 2.751009], [1.878407, 1.555735, 3.642032], [2.627512, 2.899287, 2.737775], [0.850770, 2.755863, 2.811676], [1.084268, -1.288070, 2.813547], [1.383690, -1.582435, 3.900133], [0.592225, -2.028400, -1.618263], [-0.136707, -2.682180, 0.674354], [-1.121198, -2.649686, 0.157756], [-0.134229, -3.302423, 1.588965], [0.685302, -2.964315, -0.009152]],
  "forces_ev_per_a": [[0.174, -0.036, 0.482], [-0.494, 0.021, -0.661], [-0.017, -0.379, 0.433], [0.000, 0.554, -0.605], [-0.286, -0.207, 0.598], [0.086, 0.296, -0.066], [0.387, 0.129, 0.138], [-0.467, 0.244, -0.178], [0.019, -0.485, 0.334], [0.357, 0.403, -0.621], [0.063, 0.087, 0.557], [-0.572, 0.338, 0.293], [0.508, 0.140, 0.341], [-0.023, -0.356, -0.136], [0.072, 0.363, 0.549], [-0.291, -0.110, 0.238], [0.164, -0.308, 0.403], [0.316, -0.347, -0.232], [0.221, 0.047, -0.018], [-0.029, 0.148, 0.424], [0.394, -0.714, -0.011], [-2.277, 2.292, -0.770], [-0.079, 0.146, 0.248], [0.229, -0.063, -0.142], [-0.064, 0.009, 0.088], [-0.096, 0.265, -0.151], [-0.166, -0.250, -0.017], [0.123, 0.042, 0.055], [2.033, 0.742, -1.834], [-1.456, 0.681, 0.021], [0.186, -0.021, 0.220], [-0.189, -0.052, -0.221], [0.349, -0.074, -0.112], [0.004, 0.183, 0.221], [-0.149, -0.090, 0.116], [0.310, -0.041, -0.187], [-0.187, 0.099, -0.180], [-0.068, -0.329, 0.120], [0.085, 0.160, 0.215], [-0.143, -0.126, 0.066], [0.064, 0.053, -0.207], [-0.017, 0.162, 0.174], [-0.277, -0.179, 0.251], [-0.032, 0.193, -0.123], [-0.167, -0.272, -0.175], [0.255, -0.146, -0.008], [1.500, -1.210, 5.439], [-0.539, 0.471, -2.268], [-0.250, 0.032, -1.826], [0.342, -3.223, -1.622], [0.660, 0.449, 0.349], [-0.019, 0.577, -0.395], [-0.546, -0.308, 0.397]],
  "orbital_gap_ev": [7.479, 4.941],
  "homo_energy_ev": [-9.425, -11.373],
  "e_above_lowest_ev": 0.000,
  "energy_ha": -1739.34014,
  "s_squared": 6.073,
  "total_charge": 1,
  "e_lumo_ev": [-1.946, -6.432],
  "multiplicity": 5
}

3.
{
  "formula": "C21H27NOP2Y",
  "method": "ωB97M-V/def2-TZVPD",
  "elements": ["C", "C", "C", "C", "C", "C", "C", "C", "C", "C", "C", "C", "C", "H", "H", "H", "H", "H", "H", "H", "N", "Y", "C", "H", "H", "C", "H", "H", "P", "P", "C", "H", "H", "H", "C", "H", "H", "H", "C", "H", "H", "H", "C", "H", "H", "H", "C", "O", "H", "C", "H", "H", "H"],
  "coordinates": [[-0.123334, -5.014369, 1.265861], [0.205795, -4.189881, 0.205570], [-0.782751, -3.878843, -0.785646], [-2.130529, -4.398436, -0.647357], [-2.400883, -5.255146, 0.436512], [-1.421647, -5.579822, 1.376876], [-3.080865, -3.962931, -1.582736], [-2.757469, -3.078481, -2.622681], [-1.381689, -2.623301, -2.701080], [-0.999805, -1.647272, -3.676426], [-1.949390, -1.170493, -4.565259], [-3.291338, -1.640606, -4.527718], [-3.676851, -2.571578, -3.560724], [0.636990, -5.247026, 1.996986], [-3.410069, -5.671207, 0.519238], [-1.617778, -6.251689, 2.186811], [-4.089598, -4.351227, -1.518514], [-1.653012, -0.447650, -5.311502], [-3.989464, -1.272121, -5.253385], [-4.709084, -2.938325, -3.516037], [-0.481625, -3.021919, -1.780893], [0.045061, 0.100620, 0.240693], [1.598551, -3.575090, 0.107116], [1.823919, -3.353594, -0.950019], [2.377853, -4.133436, 0.660131], [0.429285, -1.119682, -3.668446], [1.094027, -1.941928, -3.359478], [0.709014, -0.713856, -4.660993], [1.680333, -1.929189, 0.914755], [0.711541, 0.205123, -2.391611], [-0.101479, 1.645765, -3.181445], [0.104457, 2.541918, -2.570932], [0.283184, 1.787204, -4.211212], [-1.192963, 1.482230, -3.197093], [2.498654, 0.536702, -2.628673], [2.702307, 0.784695, -3.688049], [2.804495, 1.372821, -1.980338], [3.087000, -0.350198, -2.332582], [1.237897, -2.133710, 2.672476], [1.935645, -2.893420, 3.063129], [1.352701, -1.164927, 3.197844], [0.184521, -2.461283, 2.753520], [3.394881, -1.344788, 0.826569], [3.466175, -0.344149, 1.286642], [3.978914, -2.100982, 1.378928], [3.696522, -1.258949, -0.234347], [-1.837076, 1.466765, -0.214311], [-2.797989, 2.089974, -0.345685], [-1.321720, -1.121718, -0.214564], [1.779229, 1.610920, 0.782014], [2.753020, 1.547872, 0.255672], [1.944893, 1.452327, 1.872290], [1.325164, 2.614113, 0.628779]],
  "forces_ev_per_a": [[-0.165, 0.442, -1.051], [0.494, -0.221, 0.594], [-0.967, 0.696, -0.758], [1.037, 0.827, -0.525], [0.241, -0.983, 1.343], [-0.694, 0.790, -1.395], [0.269, -0.145, -0.186], [1.307, 0.090, 0.440], [-0.433, -0.621, 1.375], [-0.050, 0.562, -0.454], [0.442, -0.704, 0.800], [0.120, -1.117, 1.353], [-0.572, 0.823, -1.356], [0.018, -0.089, 0.128], [0.375, 0.091, 0.083], [-0.263, -0.213, 0.249], [-0.115, 0.064, 0.060], [-0.026, 0.097, -0.086], [-0.300, 0.058, -0.132], [0.370, 0.241, -0.110], [0.539, -0.133, -0.205], [1.642, -0.055, 1.130], [-0.141, 0.265, 0.439], [0.255, -0.424, 0.437], [-0.368, -0.336, -0.753], [-0.399, -0.342, 0.296], [-0.082, 0.271, -0.356], [-0.039, -0.224, 0.542], [-0.813, 0.300, -0.608], [0.314, -0.111, -1.697], [0.011, 0.230, 0.087], [-0.063, -0.214, -0.371], [-0.262, 0.009, 0.548], [0.432, 0.048, -0.123], [0.188, 0.161, -0.052], [-0.020, -0.156, 0.517], [-0.100, -0.266, -0.321], [-0.273, 0.346, -0.213], [0.369, -0.216, 0.015], [-0.458, 0.312, 0.445], [0.114, -0.572, -0.150], [0.595, -0.016, -0.018], [0.160, -0.472, 0.345], [0.036, -0.587, -0.106], [0.362, 0.534, -0.376], [-0.030, -0.212, 0.598], [-4.984, 3.079, -0.748], [3.264, -2.152, 0.342], [-1.659, -0.515, -0.197], [0.161, 0.284, -0.098], [-0.469, 0.285, 0.409], [0.071, 0.345, -0.387], [0.557, -0.150, 0.256]],
  "orbital_gap_ev": 6.263,
  "homo_energy_ev": -10.326,
  "e_above_lowest_ev": 0.975,
  "energy_ha": -1667.16956,
  "total_charge": 1,
  "e_lumo_ev": -4.063
}